[1]
13
Properties=species:S:1:pos:R:3:forces:R:3 method="wB97M-V/def2-TZVPD" smiles=CCO.SS lumo_ev=0.4 total_energy_ha=-952.58818 de_lowest_ev=0.691 gap_ev=10.0
C 1.887 0.882 -0.784 0.5 0.2 -0.3
C 2.436 -0.149 0.174 -0.3 -0.4 0.0
O 1.818 0.029 1.449 0.1 0.3 0.0
H 0.852 1.099 -0.546 -0.1 0.1 0.0
H 2.493 1.794 -0.781 -0.3 0.0 0.3
H 1.939 0.514 -1.808 -0.1 -0.1 0.0
H 3.525 -0.068 0.246 0.0 0.0 0.1
H 2.194 -1.161 -0.171 0.1 0.1 -0.2
H 2.188 -0.617 2.054 0.0 0.0 0.1
S -2.105 0.672 -0.154 0.0 -0.1 -0.1
S -1.119 -1.119 -0.373 0.0 0.0 0.0
H -3.338 0.151 -0.137 -0.1 0.1 0.0
H -0.876 -1.328 0.927 0.1 -0.1 0.0


[2]
17
Properties=species:S:1:pos:R:3:forces:R:3 method="wB97M-V/def2-TZVPD" lumo_ev=-0.9 total_energy_ha=-1660.29422 de_lowest_ev=0.000 gap_ev=7.8
N -0.028 -0.309 -0.902 0.8 0.6 -0.3
S -1.266 -0.334 -2.174 -0.9 -1.3 0.6
O -1.972 1.007 -1.759 -1.1 -1.9 -3.1
O -2.122 -1.473 -1.735 1.0 1.5 -0.4
S 1.231 0.595 -1.194 -0.9 0.6 -1.0
O 0.940 1.962 -0.601 1.5 -0.9 -0.5
O 1.815 0.630 -2.530 -0.6 -0.1 1.6
C 2.554 -0.097 -0.078 -0.6 0.3 -1.1
F 2.153 -0.075 1.177 -0.2 -0.1 0.8
F 2.818 -1.336 -0.445 0.1 -0.3 0.1
F 3.638 0.647 -0.207 0.3 0.2 0.1
Sr -1.303 1.893 -0.064 0.7 1.9 2.4
F -2.074 0.660 1.748 0.3 -1.9 0.6
C -1.634 -0.743 2.090 -1.0 1.0 1.0
H -2.106 -0.882 3.064 0.2 0.0 -0.1
H -0.549 -0.688 2.212 -0.3 -0.3 -0.6
H -2.095 -1.456 1.398 0.6 0.6 -0.4


[3]
109
Properties=species:S:1:pos:R:3:forces:R:3 method="wB97M-V/def2-TZVPD" lumo_ev=1.8 total_energy_ha=-4836.34845 total_charge=-1 de_lowest_ev=0.000 gap_ev=5.1
K 0.201 1.013 1.925 -0.5 0.8 -0.1
C -2.606 4.053 3.753 0.0 0.0 0.0
C -3.553 3.136 3.322 0.0 0.0 0.0
C -3.454 2.564 2.058 0.0 0.0 0.0
C -2.409 2.911 1.207 -0.1 0.0 -0.1
C -1.444 3.812 1.666 0.0 0.1 0.0
C -1.540 4.383 2.925 0.0 0.0 0.0
P -2.162 2.225 -0.484 0.2 0.0 0.1
C -2.679 3.645 -1.527 -0.1 0.0 0.0
C -2.499 3.475 -2.903 0.0 0.0 0.0
C -2.822 4.489 -3.791 0.0 0.0 0.0
C -3.314 5.699 -3.316 0.0 0.0 0.0
C -3.492 5.880 -1.953 0.0 0.0 0.0
C -3.181 4.858 -1.063 0.0 0.0 0.0
C -3.600 1.104 -0.628 -0.2 0.1 -0.1
C -4.884 1.612 -0.816 0.0 0.0 0.0
C -5.992 0.789 -0.685 0.0 0.0 0.0
C -5.797 -0.538 -0.332 0.0 0.0 0.0
C -4.513 -1.049 -0.190 0.0 0.0 0.0
C -3.365 -0.264 -0.382 0.0 -0.1 0.0
Si -1.510 -0.782 -0.102 0.0 0.0 0.0
C -1.529 -2.720 -0.115 0.0 0.0 0.1
C -2.545 -3.525 -0.650 0.0 0.0 0.0
C -2.565 -4.901 -0.485 0.0 0.0 0.0
C -1.553 -5.529 0.228 0.0 0.0 0.0
C -0.498 -4.769 0.706 -0.1 0.1 0.0
C -0.468 -3.387 0.524 0.0 -0.1 0.0
P 1.096 -2.434 0.806 0.0 0.0 0.0
C 1.590 -2.903 2.514 0.0 0.0 -0.1
C 1.279 -1.817 3.548 0.0 0.1 0.1
C 2.164 -1.981 4.826 0.3 0.0 -0.2
C 2.414 -3.403 5.208 0.1 0.0 0.0
C 2.394 -4.368 4.290 0.0 0.0 0.0
C 2.092 -4.085 2.885 0.0 0.0 0.0
C 2.170 -3.495 -0.244 0.0 -0.1 0.0
C 1.689 -3.904 -1.492 0.0 0.0 0.0
C 2.496 -4.598 -2.378 0.0 0.0 0.0
C 3.809 -4.902 -2.039 0.0 0.0 0.0
C 4.303 -4.492 -0.810 0.0 0.0 0.0
C 3.496 -3.791 0.076 0.0 0.1 0.0
C -0.827 -0.495 -1.911 0.0 0.0 0.0
C -1.629 -0.880 -2.996 0.1 0.0 0.0
C -1.248 -0.686 -4.313 0.0 0.0 0.0
C -0.030 -0.081 -4.596 0.0 0.0 0.0
C 0.785 0.314 -3.551 0.0 0.0 0.1
C 0.409 0.107 -2.217 0.0 0.0 -0.1
P 1.480 0.737 -0.860 -0.1 0.0 -0.2
C 2.035 2.345 -1.574 0.0 0.0 -0.1
C 3.358 2.778 -1.507 0.0 0.0 0.0
C 3.710 4.056 -1.927 0.0 0.0 0.0
C 2.748 4.924 -2.422 0.0 0.0 0.0
C 1.426 4.504 -2.496 0.0 0.0 0.0
C 1.077 3.231 -2.076 0.1 0.0 0.0
C 3.072 -0.168 -0.924 0.0 0.0 0.1
C 3.788 -0.165 0.275 0.0 0.0 0.0
C 5.085 -0.658 0.327 0.0 0.0 0.0
C 5.668 -1.188 -0.814 0.0 0.0 0.0
C 4.941 -1.250 -1.996 0.0 0.0 0.0
C 3.652 -0.739 -2.053 0.0 0.0 0.0
H -2.688 4.506 4.734 0.0 0.0 0.0
H -4.373 2.856 3.971 0.0 0.0 0.0
H -4.195 1.845 1.733 0.0 0.0 0.0
H -0.615 4.075 1.014 0.0 0.0 0.0
H -0.784 5.081 3.263 0.0 0.0 0.0
H -2.104 2.534 -3.275 0.0 0.0 0.0
H -2.678 4.339 -4.854 0.0 0.0 0.0
H -3.555 6.497 -4.007 0.0 0.0 0.0
H -3.876 6.820 -1.576 0.0 0.0 0.0
H -3.327 5.009 0.000 0.0 0.0 0.0
H -5.021 2.665 -1.037 0.0 0.0 0.0
H -6.990 1.187 -0.829 0.0 0.0 0.0
H -6.650 -1.190 -0.178 0.0 0.0 0.0
H -4.412 -2.089 0.089 0.0 0.0 0.0
H -3.341 -3.069 -1.224 0.0 0.0 0.0
H -3.373 -5.485 -0.913 0.0 0.0 0.0
H -1.570 -6.601 0.383 0.0 0.0 0.0
H 0.325 -5.259 1.209 0.0 0.0 0.0
H 0.251 -2.094 3.901 0.0 0.0 0.1
H 1.674 -1.420 5.624 0.1 0.1 0.0
H 2.691 -3.623 6.234 0.0 0.0 0.0
H 2.626 -5.390 4.569 0.0 0.0 0.0
H 2.298 -4.866 2.160 0.0 0.0 0.0
H 0.663 -3.680 -1.769 0.0 0.0 0.0
H 2.097 -4.903 -3.338 0.0 0.0 0.0
H 4.440 -5.448 -2.729 0.0 0.0 0.0
H 5.329 -4.710 -0.538 0.0 0.0 0.0
H 3.902 -3.468 1.027 0.0 0.0 0.0
H -2.593 -1.336 -2.797 0.0 0.0 0.0
H -1.905 -0.996 -5.119 0.0 0.0 0.0
H 0.276 0.094 -5.621 0.0 0.0 0.0
H 1.712 0.830 -3.772 0.0 0.0 0.0
H 4.126 2.112 -1.129 0.0 0.0 0.0
H 4.745 4.370 -1.870 0.0 0.0 0.0
H 3.026 5.918 -2.751 0.0 0.0 0.0
H 0.659 5.166 -2.881 0.0 0.0 0.0
H 0.046 2.913 -2.134 0.0 0.0 0.0
H 3.308 0.193 1.182 0.0 0.0 0.0
H 5.622 -0.651 1.267 0.0 0.0 0.0
H 6.675 -1.586 -0.776 0.0 0.0 0.0
H 5.376 -1.707 -2.876 0.0 0.0 0.0
H 3.097 -0.800 -2.979 0.0 0.0 0.0
I -2.221 -0.243 4.670 0.1 0.1 0.0
C -1.472 1.354 5.857 0.0 -0.1 -0.1
I 0.523 1.905 5.383 -0.1 0.0 0.2
H -1.495 1.043 6.894 0.0 0.0 0.0
H -2.107 2.212 5.685 0.0 0.0 0.0
O 4.337 -1.840 4.050 -1.0 0.4 0.5
N 3.447 -1.202 4.567 0.7 -0.5 -0.3
O 1.351 -0.560 3.058 0.3 -0.8 0.5


[4]
58
Properties=species:S:1:pos:R:3:forces:R:3 method="wB97M-V/def2-TZVPD" smiles="COC(=O)C1=CN(CCCN2CCCC2=O)C=C(C(=O)OC)C1c1ccccc1C(F)(F)F" lumo_ev=0.1 total_energy_ha=-1676.82038 de_lowest_ev=0.000 gap_ev=8.2
C 4.344 3.097 0.080 0.2 0.4 -0.1
O 3.248 2.252 0.389 -0.3 -0.2 0.2
C 2.043 2.846 0.455 -0.1 0.5 -0.1
O 1.873 4.028 0.257 0.2 -0.1 0.0
C 0.980 1.893 0.786 -0.3 -0.3 0.2
C -0.274 2.359 0.931 0.7 0.2 -0.1
N -1.339 1.571 1.257 0.2 -0.1 0.1
C -2.673 2.120 1.336 -0.6 0.3 -0.3
C -3.298 2.388 -0.041 0.0 -0.2 0.1
C -3.043 1.285 -1.070 -0.2 0.4 0.1
N -3.419 -0.051 -0.663 0.2 0.0 -0.3
C -2.755 -1.174 -1.297 0.2 -0.2 -0.1
C -3.660 -2.369 -0.987 0.0 0.0 0.1
C -4.379 -1.934 0.285 -0.1 -0.1 0.0
C -4.388 -0.416 0.205 -0.1 -0.4 0.1
O -5.105 0.331 0.837 -0.3 0.3 0.2
C -1.124 0.237 1.416 0.3 -0.6 0.1
C 0.080 -0.350 1.282 0.0 0.4 0.1
C 0.159 -1.802 1.453 -0.4 -0.2 0.0
O -0.802 -2.530 1.587 0.1 -0.1 0.0
O 1.425 -2.250 1.422 -0.1 0.4 0.1
C 1.597 -3.649 1.582 -0.1 -0.4 0.0
C 1.336 0.428 0.944 -0.1 0.1 0.2
C 1.912 -0.097 -0.357 0.3 -0.2 -0.3
C 1.093 0.008 -1.480 0.1 0.0 0.1
C 1.484 -0.442 -2.724 0.0 0.0 0.0
C 2.732 -1.021 -2.881 0.0 0.0 0.0
C 3.564 -1.133 -1.786 -0.1 0.0 0.1
C 3.166 -0.679 -0.529 0.0 0.0 -0.1
C 4.223 -0.888 0.524 0.3 -0.1 0.2
F 5.361 -0.239 0.189 0.1 0.2 -0.2
F 4.567 -2.193 0.600 -0.1 -0.2 -0.1
F 3.959 -0.517 1.776 -0.3 0.2 0.1
H 5.224 2.459 0.067 -0.1 0.0 0.0
H 4.195 3.568 -0.895 0.0 0.0 0.1
H 4.445 3.879 0.835 0.0 -0.1 -0.1
H -0.469 3.414 0.804 0.0 0.1 0.0
H -3.305 1.416 1.878 0.1 0.1 0.0
H -2.642 3.057 1.899 0.0 -0.1 0.0
H -4.369 2.510 0.107 0.1 0.1 0.0
H -2.894 3.312 -0.462 0.0 0.0 0.0
H -1.974 1.258 -1.308 -0.1 0.0 0.0
H -3.579 1.549 -1.993 0.1 0.0 0.0
H -1.757 -1.314 -0.865 0.0 0.0 -0.1
H -2.649 -0.995 -2.371 0.0 0.0 0.0
H -4.377 -2.520 -1.795 0.0 0.0 0.0
H -3.087 -3.282 -0.850 0.0 0.0 -0.1
H -3.811 -2.223 1.172 0.0 0.0 0.1
H -5.389 -2.326 0.381 0.0 0.1 0.1
H -1.983 -0.364 1.676 -0.1 0.0 0.0
H 2.667 -3.830 1.534 0.0 0.0 0.0
H 1.193 -3.973 2.543 0.0 0.0 -0.1
H 1.080 -4.187 0.784 0.1 0.0 0.1
H 2.057 0.319 1.754 -0.1 0.0 -0.2
H 0.121 0.465 -1.360 -0.1 0.0 0.0
H 0.819 -0.341 -3.569 -0.1 0.0 -0.1
H 3.056 -1.379 -3.846 0.0 0.0 -0.1
H 4.542 -1.580 -1.895 0.1 0.0 0.0